Below is a structure of composition C50H123N9O11 at a distorted geometry, with properties calculated with the ωB97M-V functional and the def2-TZVPD basis.

E_HOMO   -7.24 eV
Energy   -3296.62980 a.u.
Energy relative to the best compared isomer or geometry (same formula, charge and spin)   1513.1 kcal/mol
Largest force on an atom   17.011 eV/A

ORCA input file:
```
! RIJCOSX wB97M-V def2-TZVPD def2/J DEFGRID3
* xyz 0 1
C -0.97114 -1.32616 -7.15059
C -0.38537 -1.44109 -5.72090
C -1.39374 -2.33934 -4.95236
C -0.80362 -2.97612 -3.66093
C 0.62113 -3.49617 -3.73226
C 1.56588 -2.56097 -4.52924
N 0.89558 -2.12861 -5.78253
O 1.80398 -1.36600 -6.64135
C 1.95096 -1.39042 -3.52507
C 2.71656 -3.45617 -5.00488
C -0.27348 -0.01667 -5.11201
H -2.05677 -1.23126 -7.12838
H -0.91862 -2.18326 -7.82196
H -0.57379 -0.43960 -7.64479
H -2.25949 -1.72992 -4.69314
H -1.71498 -3.20700 -5.52860
H -1.42005 -3.79652 -3.29343
H -0.96260 -2.30411 -2.81759
H 0.65191 -4.55022 -4.00817
H 0.91507 -3.52286 -2.68298
H 2.52270 -0.63539 -4.06464
H 1.04131 -0.97283 -3.09349
H 2.53967 -1.82681 -2.71816
H 2.35824 -4.30545 -5.58664
H 3.50330 -3.00295 -5.60798
H 3.33570 -3.77913 -4.16794
H 0.65547 0.54699 -5.19837
H -0.41466 -0.14543 -4.03889
H -1.12234 0.60929 -5.38716
H 2.26229 -2.00716 -7.18950
C -1.37860 -3.28820 -1.87489
C -1.84169 -3.71172 -0.46933
C -3.31532 -3.32267 -0.32321
C -4.04911 -3.93418 0.89949
C -3.92390 -5.45903 0.74113
C -2.50251 -5.89315 0.77765
N -1.72152 -5.15985 -0.31465
O -0.38034 -5.58577 -0.48235
C -1.95027 -5.87959 2.17781
C -2.52225 -7.36854 0.23363
C -0.98120 -2.95542 0.60125
H -1.83387 -3.82133 -2.70952
H -0.31408 -3.46417 -2.02955
H -1.62527 -2.22711 -1.91169
H -3.41624 -2.26749 -0.06925
H -3.84630 -3.44823 -1.26682
H -5.09606 -3.65875 1.02652
H -3.53589 -3.65786 1.82055
H -4.46847 -5.72202 -0.16572
H -4.48968 -5.80986 1.60422
H -2.02641 -5.00149 2.81910
H -2.21970 -6.70139 2.84124
H -0.88150 -6.08335 2.11210
H -2.98825 -7.51057 -0.74144
H -1.53517 -7.70636 -0.08203
H -3.09520 -7.99848 0.91407
H -0.00534 -3.43890 0.64640
H -1.41417 -3.00493 1.60034
H -0.94287 -1.87186 0.48926
H -0.39965 -6.22398 -1.19922
C -2.93491 4.76678 7.96197
O -1.79084 3.90205 7.69434
C -1.92572 2.66625 8.29654
C -0.70786 1.71962 7.86364
N -0.76556 1.34332 6.45609
C 0.53453 0.75122 6.13160
C 0.63134 0.31323 4.68441
O 0.90132 1.50911 3.90711
C 0.48546 1.38652 2.55049
H -3.80745 4.33635 7.47053
H -2.78969 5.71672 7.44756
H -3.07451 4.96987 9.02375
H -2.91973 2.23428 8.18061
H -1.90653 2.88377 9.36445
H -0.66851 0.85128 8.52131
H 0.13521 2.31092 8.22100
H -0.99194 2.19534 5.96323
H 0.69349 -0.11112 6.77905
H 1.24059 1.56257 6.30845
H -0.31265 -0.16916 4.43084
H 1.39279 -0.46341 4.75599
H 0.80198 0.37457 2.29777
H 1.13030 1.98977 1.91145
H -0.57385 1.59233 2.39682
C 3.21592 2.44834 3.64697
O 3.53252 1.07928 3.61134
C 4.47799 0.78003 2.57462
C 4.75050 -0.73812 2.61171
N 3.56431 -1.54020 2.71589
C 2.83036 -1.63948 1.44872
C 1.35793 -2.09137 1.58440
O 0.59856 -0.97058 1.97877
C -0.81027 -1.28633 2.09207
H 2.92179 2.64195 4.67852
H 2.44648 2.67300 2.90833
H 4.06386 3.09616 3.42466
H 5.44099 1.28435 2.65453
H 4.13499 1.07656 1.58339
H 5.29642 -0.89440 3.54211
H 5.33471 -0.92211 1.71007
H 2.96363 -1.06619 3.37513
H 3.45685 -2.30600 0.85596
H 2.94788 -0.69820 0.91179
H 1.34674 -2.91250 2.30114
H 1.01595 -2.46142 0.61785
H -1.25933 -0.29415 2.13691
H -0.98245 -1.92837 2.95592
H -1.14137 -1.87433 1.23607
C 2.10526 1.76743 0.95313
C 1.76128 0.77664 -0.13030
C 0.22691 0.53831 -0.35200
O 0.03550 -0.27680 -1.46612
C 0.36896 -1.67056 -1.35168
N 2.23431 1.33893 -1.41861
H 1.81004 1.26443 1.87396
H 1.68309 2.77079 0.89712
H 3.18388 1.91021 1.01873
H 2.19441 -0.16888 0.19605
H -0.36936 1.43563 -0.51749
H -0.17273 0.09050 0.55786
H 1.44845 -1.78518 -1.45001
H -0.07492 -2.26531 -2.15002
H 0.17071 -2.19937 -0.41939
H 1.67130 0.73239 -1.99760
H 1.75359 2.22682 -1.44402
C -2.74141 4.12506 -3.57663
C -2.52356 3.35741 -2.27084
C -1.04093 3.25168 -1.77778
O -0.14842 2.82175 -2.88994
C -0.32910 1.43614 -3.17418
N -3.41914 4.01972 -1.31069
H -3.80186 4.21424 -3.81244
H -2.34399 3.62645 -4.46069
H -2.40110 5.15947 -3.52882
H -2.83239 2.31950 -2.39520
H -0.99972 2.53321 -0.95912
H -0.73433 4.23634 -1.42489
H 0.22890 1.29040 -4.09911
H -1.33459 1.12626 -3.45890
H -0.00686 0.80210 -2.34820
H -4.33194 4.19222 -1.70709
H -3.08623 4.93524 -1.04406
C -1.00935 2.95881 1.20484
C -0.32555 4.13152 0.55896
C 0.06831 5.30176 1.47915
O -1.10516 6.09710 1.70315
C -1.11551 7.16976 2.64827
N 0.84520 3.54970 -0.09543
H -1.92994 3.25437 1.70810
H -0.23889 2.65346 1.91283
H -1.29205 2.18679 0.48919
H -0.95410 4.50466 -0.24961
H 0.83401 5.86597 0.94672
H 0.41622 4.87472 2.41973
H -1.16045 6.89008 3.70082
H -1.87936 7.89219 2.36064
H -0.17685 7.68171 2.43632
H 1.52667 4.28253 -0.23205
H 0.75256 3.06419 -0.97622
C -1.74801 -0.52174 -2.60461
C -2.28217 -0.20926 -1.18802
C -3.63355 -0.91804 -0.95316
O -4.66904 -0.46897 -1.80793
C -5.05247 0.89865 -1.66842
N -1.30872 -0.60466 -0.24369
H -2.35835 0.02878 -3.32051
H -1.89084 -1.57504 -2.84598
H -0.72765 -0.16162 -2.73601
H -2.44863 0.86133 -1.30732
H -4.02185 -0.96113 0.06442
H -3.52750 -1.96014 -1.25464
H -6.12576 0.97365 -1.84309
H -4.60822 1.55497 -2.41675
H -4.93645 1.30949 -0.66550
H -0.45440 -0.23304 -0.63374
H -1.50398 -0.21541 0.66760
C 3.98129 3.50195 -0.89952
C 4.61222 2.31934 -0.15320
C 4.55888 0.99872 -0.97886
O 4.88016 -0.02969 -0.08450
C 4.74316 -1.37243 -0.53989
N 6.01340 2.66696 0.09966
H 4.56039 3.73375 -1.79340
H 4.01549 4.46051 -0.38173
H 2.97941 3.30174 -1.27934
H 4.19240 2.16143 0.84023
H 5.13752 0.98504 -1.90249
H 3.52692 0.81479 -1.27773
H 5.35790 -2.01133 0.09414
H 5.04627 -1.36542 -1.58687
H 3.75676 -1.82791 -0.45250
H 6.31957 2.80122 -0.85341
H 6.52631 1.84119 0.37376
*
```

---

Below is a cluster of 9 separate species, C50H123N9O11 in total at a distorted geometry, with properties calculated with the ωB97M-V functional and the def2-TZVPD basis.

Structure (SMILES)   CC1(C)CCCC(C)(C)N1O.CC1(C)CCCC(C)(C)N1O.COC[C@H](C)N.COC[C@H](C)N.COC[C@H](C)N.COC[C@H](C)N.COC[C@H](C)N.COCCNCCOC.COCCNCCOC
E_HOMO   -8.02 eV
Energy   -3298.89210 a.u.
Energy relative to the best compared isomer or geometry (same formula, charge and spin)   93.4 kcal/mol
Largest force on an atom   2.823 eV/A

ORCA input file:
```
! RIJCOSX wB97M-V def2-TZVPD def2/J DEFGRID3
* xyz 0 1
C 0.17409 1.45368 -0.46665
C 0.28382 0.79295 0.94287
C 1.73018 0.31634 1.10638
C -0.04353 1.86944 1.99175
C -0.46545 1.34926 3.36454
C -1.49849 0.21198 3.23201
C -1.77160 -0.38888 1.81847
C -2.36967 -1.79594 2.01484
C -2.84161 0.43412 1.08571
N -0.51484 -0.43155 1.06000
O -0.61188 -1.17694 -0.10975
H 0.43023 0.68099 -1.19264
H -0.87846 1.73041 -0.56560
H 0.80801 2.32337 -0.62627
H 2.42443 0.54096 0.28495
H 2.27713 0.67204 1.98456
H 1.79976 -0.77420 1.12310
H 0.82499 2.52729 2.09145
H -0.78294 2.59245 1.63574
H 0.42408 1.09756 3.94150
H -0.92935 2.21063 3.84822
H -2.47899 0.48758 3.63915
H -1.31743 -0.60731 3.93501
H -1.97425 -2.58005 1.36812
H -3.45670 -1.84827 1.98602
H -2.10585 -2.24501 2.98014
H -3.80619 0.28305 1.57009
H -2.87755 0.12877 0.03665
H -2.62610 1.50483 1.04936
H 0.17287 -1.75606 -0.15008
C 1.97145 -2.12916 -3.85002
C 0.61265 -2.36117 -4.50763
C 0.45720 -3.87551 -4.76751
C -0.44447 -1.87984 -3.52330
C -1.84710 -1.69817 -4.12077
C -1.73225 -0.88143 -5.38129
C -0.81555 -1.50300 -6.46431
C -1.42587 -2.78163 -7.05886
C -0.64886 -0.44661 -7.55795
N 0.48960 -1.60721 -5.77227
O 1.55009 -1.92722 -6.65409
H 2.79551 -2.48526 -4.47218
H 2.18279 -1.07077 -3.66587
H 2.05395 -2.61785 -2.87933
H 1.08422 -4.43214 -4.06531
H -0.53412 -4.24593 -4.48911
H 0.67115 -4.15796 -5.79437
H -0.59522 -2.62665 -2.73855
H -0.30297 -0.91768 -3.02224
H -2.24084 -2.70613 -4.29927
H -2.49400 -1.25747 -3.36065
H -1.29987 0.07568 -5.06837
H -2.70502 -0.64107 -5.82092
H -1.57418 -3.60692 -6.36357
H -0.70418 -3.18752 -7.77161
H -2.38142 -2.51310 -7.50677
H -0.24185 -0.83865 -8.49086
H -0.00182 0.38158 -7.26380
H -1.61182 0.01505 -7.79109
H 2.08208 -1.12506 -6.64736
C -1.92493 -2.67369 8.42564
O -0.59452 -3.03246 8.13149
C -0.04228 -2.17184 7.14302
C 1.39665 -2.56797 6.87065
C 1.98015 -1.58171 5.82051
N 1.61347 -3.89004 6.24503
H -2.19385 -3.25911 9.31318
H -2.67790 -3.08136 7.73914
H -2.00375 -1.60398 8.62487
H -0.63386 -2.07955 6.22797
H 0.01682 -1.17926 7.60726
H 2.01322 -2.53924 7.77338
H 1.42987 -1.63266 4.88155
H 3.04509 -1.72008 5.63259
H 1.92248 -0.54393 6.16961
H 2.59820 -4.11002 6.34821
H 1.13939 -4.55145 6.86240
C 0.80336 1.73213 -4.59920
O 2.08558 2.27221 -4.58428
C 2.83884 1.85007 -3.50305
C 4.23017 2.47530 -3.31517
C 4.17910 3.79373 -2.58334
N 4.91827 2.70701 -4.58561
H 0.23414 2.03915 -5.47420
H 0.21711 1.92556 -3.69020
H 0.86316 0.63107 -4.63321
H 2.30977 1.85816 -2.53831
H 3.06136 0.76610 -3.51058
H 4.89163 1.80175 -2.75855
H 5.17856 4.16351 -2.33163
H 3.64257 3.78770 -1.62819
H 3.73823 4.61147 -3.16167
H 4.26340 2.54622 -5.33932
H 5.43869 3.55723 -4.69815
C -4.31873 -3.34437 -1.01038
O -5.04166 -3.82362 -2.13518
C -5.24994 -2.91676 -3.16500
C -6.69098 -3.02231 -3.71672
C -6.94209 -1.83098 -4.68317
N -7.68635 -3.07550 -2.66827
H -3.26500 -3.19273 -1.27133
H -4.35052 -4.15015 -0.27822
H -4.72228 -2.41070 -0.61157
H -5.11879 -1.84138 -2.96589
H -4.52520 -3.12728 -3.96451
H -6.63335 -3.87933 -4.39844
H -6.90812 -2.24982 -5.69508
H -6.08731 -1.14962 -4.64236
H -7.89216 -1.31005 -4.62473
H -8.32891 -3.83739 -2.84055
H -7.25429 -3.25604 -1.76904
C -6.59653 -2.40480 2.15738
O -6.81918 -3.33702 3.21664
C -7.15983 -2.76453 4.43654
C -7.44490 -3.82612 5.46265
C -8.02520 -3.30331 6.80001
N -6.18659 -4.54032 5.87287
H -5.68418 -1.84834 2.39587
H -7.50188 -1.79771 2.09988
H -6.39805 -3.05413 1.30792
H -6.40010 -2.05293 4.79330
H -8.08834 -2.16439 4.43668
H -8.13171 -4.59827 5.11335
H -7.41511 -2.47139 7.15521
H -8.03362 -4.08917 7.54819
H -9.05895 -2.98098 6.64809
H -5.43473 -3.87677 5.68080
H -5.96214 -5.24000 5.16514
C -1.38899 -6.97434 -0.76296
O -0.43974 -5.93971 -0.63649
C -0.47273 -5.21974 0.60830
C 0.79806 -4.41333 0.82029
C 0.73178 -3.55323 2.04902
N 1.18406 -3.73123 -0.40637
H -1.74469 -7.09667 -1.78514
H -2.29419 -6.72577 -0.19639
H -0.91682 -7.88828 -0.39686
H -1.34375 -4.56489 0.51356
H -0.60588 -5.99090 1.36924
H 1.63946 -5.09513 1.03101
H 1.72090 -3.16804 2.30619
H 0.29025 -3.99502 2.94162
H 0.13006 -2.66276 1.83761
H 2.06056 -3.23128 -0.36209
H 1.20085 -4.44430 -1.12620
C -2.41241 5.33241 3.55081
O -1.19881 5.18704 2.84905
C -0.98433 6.14297 1.80694
C -0.70021 5.43852 0.47354
N 0.08915 6.32733 -0.38138
C 1.15467 5.57368 -1.09815
C 0.60604 4.72877 -2.22631
O -0.00556 5.54041 -3.18438
C -0.78103 4.84223 -4.12053
H -3.29724 5.37534 2.90782
H -2.25214 6.18521 4.22172
H -2.61581 4.46616 4.18721
H -0.16742 6.77102 2.16136
H -1.85266 6.77373 1.59864
H -1.68873 5.32671 0.01210
H -0.24726 4.45387 0.57286
H -0.44113 6.69710 -1.16248
H 1.67874 4.93516 -0.38142
H 1.94781 6.26276 -1.39469
H -0.09604 3.98034 -1.83596
H 1.44908 4.15819 -2.63941
H -0.06394 4.28069 -4.73613
H -1.47452 5.34741 -4.78981
H -1.41355 4.01149 -3.76761
C 5.86838 1.60305 0.97776
O 6.28560 2.86881 0.52492
C 7.60197 2.88530 0.02831
C 7.96725 4.32802 -0.35132
N 8.62519 5.00312 0.73402
C 9.25705 6.26266 0.42309
C 9.91569 6.83018 1.67930
O 10.60649 5.80417 2.36032
C 10.63384 5.78584 3.75910
H 6.52308 1.17612 1.74593
H 5.85337 0.90746 0.13206
H 4.87589 1.63948 1.42231
H 7.80816 2.23164 -0.82465
H 8.26366 2.62037 0.86344
H 7.04326 4.80023 -0.69333
H 8.58899 4.23249 -1.25396
H 9.20358 4.49532 1.38425
H 8.52675 6.97392 0.03789
H 10.09640 6.11670 -0.27689
H 9.10863 7.09813 2.38129
H 10.53592 7.71960 1.53569
H 11.09189 4.82789 4.03043
H 9.69298 5.65873 4.30830
H 11.27465 6.60033 4.10130
*
```

---

Among the records above, which one has the lowest E_HOMO?
number 2

---

Which of these has the lowest E_HOMO?
number 2

---

Among the records above, which one has the lowest largest force on an atom?
number 2